Record 1
A molecular structure, C4H6P2 at a distorted geometry. Source: OMol25; level of theory: the ωB97M-V functional and the def2-TZVPD basis.

Last column: Mulliken charge in e.
Atoms and positions in Å:
C1 -1.0735 0.2819 0.3708  0.00
C2 0.6384 -0.2017 -1.6011  -0.22
C3 0.2154 0.0816 0.3398  0.10
C4 1.3240 0.0142 1.3293  -1.12
P1 -0.7285 -0.3258 -2.5885  -0.16
P2 -2.1276 0.4029 -1.0532  -0.18
H1 -1.4736 0.7954 1.3101  0.27
H2 1.7627 -0.1545 -1.6952  0.30
H3 1.9992 0.7313 1.0291  0.33
H4 1.6625 -1.0617 1.2211  0.26
H5 0.8629 0.1757 2.2845  0.35
H6 -3.0618 -0.7392 -0.9467  0.06

The calculation puts the largest force on an atom at 0.101 hartree/bohr. The LUMO energy comes out at 0.223 eV. The calculation puts the frontier orbital gap at 8.83 eV. The spin multiplicity is 1. The energy relative to the best compared isomer or geometry (same formula, charge and spin) comes out at 183.8 kJ/mol.



Record 2
2 unconnected molecules or ions with the total composition C16H31N3O2P. Source: OMol25; level of theory: the ωB97M-V functional and the def2-TZVPD basis.

Last column: Mulliken charge in e.
Atoms and positions in Å:
C1 -1.0696 2.3569 -4.6192  -0.91
C2 -1.4440 1.1239 -4.3030  -0.20
C3 -2.6000 0.8349 -3.3876  -0.94
C4 -2.3249 -0.3094 -2.3863  1.28
C5 -1.7572 -1.4516 -3.1371  -0.34
N1 -1.3182 -2.3473 -3.7049  -0.63
O1 -1.4078 0.2166 -1.4540  -0.43
C6 -0.4026 -0.6365 -0.9175  0.69
C7 0.9112 -0.5222 -1.7046  -1.41
C8 -3.6760 -0.8012 -1.7486  0.18
C9 -4.4984 0.3614 -1.4156  -0.16
N2 -5.0016 1.3414 -1.0898  -0.52
P1 -3.7932 -1.8869 -0.2265  -0.01
C10 -2.7484 -3.3663 -0.5662  -0.94
C11 -2.9620 -0.9254 1.1071  -0.88
H1 -0.2368 2.5213 -5.2895  0.29
H2 -1.5914 3.2232 -4.2299  0.29
H3 -0.9080 0.2973 -4.7601  0.30
H4 -2.7838 1.7201 -2.7791  0.54
H5 -3.5107 0.6090 -3.9478  0.34
H6 -0.2428 -0.2921 0.1071  0.21
H7 -0.7386 -1.6714 -0.8388  -0.20
H8 1.0000 -1.3321 -2.4264  0.40
H9 0.8655 0.4092 -2.2715  0.30
H10 1.7697 -0.5086 -1.0343  0.40
H11 -4.1868 -1.3812 -2.5231  0.57
H12 -3.3982 -4.2347 -0.6413  0.36
H13 -2.0849 -3.5206 0.2876  0.23
H14 -2.1406 -3.3080 -1.4661  0.31
H15 -3.7401 -0.6348 1.8106  0.45
H16 -2.2273 -1.5266 1.6426  0.26
H17 -2.5037 -0.0106 0.7350  0.21
C12 1.9860 1.4395 1.6262  -1.02
N3 3.0906 1.2868 2.6308  0.07
C13 3.3789 2.6364 3.2120  -0.88
C14 4.3173 0.7811 1.9489  -0.92
C15 2.6963 0.3818 3.7772  -0.58
C16 2.4425 -1.0710 3.4464  -0.64
O2 1.3438 -1.1745 2.5578  -0.41
H18 2.2366 2.2820 0.9847  0.46
H19 1.9148 0.5379 1.0315  0.31
H20 1.0545 1.6302 2.1509  0.36
H21 3.6810 3.3025 2.4085  0.39
H22 4.1794 2.5444 3.9418  0.40
H23 2.4766 3.0105 3.6890  0.39
H24 4.0989 -0.1736 1.4804  0.37
H25 5.1116 0.6717 2.6838  0.35
H26 4.6088 1.5008 1.1878  0.41
H27 1.8089 0.8311 4.2222  0.40
H28 3.5145 0.4337 4.4955  0.41
H29 2.2164 -1.5602 4.3986  0.40
H30 3.3352 -1.5487 3.0331  0.40
H31 1.2588 -2.0903 2.2714  0.29

The calculation puts the largest force on an atom at 0.018 hartree/bohr. The LUMO energy comes out at -2.772 eV. The calculation puts the frontier orbital gap at 7.81 eV. The spin multiplicity is 1. Its net charge is +1.



Record 3
A single C35H45BCl3N3O molecule at a distorted geometry. Source: OMol25; level of theory: the ωB97M-V functional and the def2-TZVPD basis.

Last column: Mulliken charge in e.
Atoms and positions in Å:
Cl1 4.3654 -0.5361 -3.8066  -0.36
B1 3.4111 1.0955 -3.7164  1.09
Cl2 4.1491 2.1344 -2.2844  -0.34
Cl3 3.6793 2.0583 -5.2922  -0.35
O1 2.0490 0.7714 -3.4626  -1.02
C1 1.0353 1.6451 -3.0608  -0.47
C2 -0.2538 1.2457 -3.7849  -0.02
C3 -1.1065 2.2695 -4.2138  -0.27
C4 -2.3728 1.9552 -4.7150  -0.63
C5 -2.7609 0.6135 -4.8013  -0.58
C6 -1.8573 -0.4109 -4.4942  -0.63
C7 -0.5689 -0.0924 -4.0540  -0.34
H1 1.2795 2.6651 -3.4217  0.45
H2 -0.7664 3.3084 -4.1499  0.37
H3 -3.0610 2.7548 -5.0078  0.38
H4 -3.7862 0.3647 -5.0735  0.42
H5 -2.1436 -1.4606 -4.5889  0.48
H6 0.1961 -0.8608 -3.9235  0.49
C8 -3.2014 2.1021 -1.3914  -1.39
C9 -2.8375 1.3726 -0.1122  2.00
C10 -4.0748 0.7718 0.5634  -1.60
C11 -2.0557 2.3103 0.8044  0.03
C12 -2.7381 3.3761 1.3998  -0.46
C13 -2.1316 4.1543 2.3823  -1.47
C14 -0.8442 3.8265 2.8107  -0.46
C15 -0.1420 2.7674 2.2368  -0.05
C16 1.2108 2.3585 2.8090  2.51
C17 1.3253 2.5603 4.3236  -1.85
C18 2.3208 3.0891 2.0707  -1.29
C19 -0.7029 2.0884 1.1360  -0.53
N1 -0.0025 0.9267 0.5968  2.25
N2 0.0359 -0.1755 1.3766  -0.99
N3 0.5977 -1.1229 0.6131  1.77
C20 0.6303 -2.5082 1.0543  -1.39
C21 -0.2975 -3.4077 0.5104  0.41
C22 -1.4372 -2.9320 -0.3927  2.19
C23 -2.7995 -3.2370 0.2331  -1.53
C24 -1.3156 -3.4920 -1.8045  -1.18
C25 -0.1781 -4.7609 0.8273  -0.37
C26 0.8024 -5.1929 1.7165  -1.62
C27 1.6612 -4.2722 2.3130  -0.24
C28 1.5710 -2.9127 2.0111  0.79
C29 2.5224 -1.9209 2.6810  1.18
C30 3.9593 -2.1350 2.2076  -1.29
C31 2.4168 -1.9716 4.2078  -1.57
C32 1.0437 -0.6082 -0.5972  0.49
C33 1.8419 -1.4759 -1.4597  -0.38
C34 0.6316 0.6950 -0.6389  0.25
C35 0.9378 1.8203 -1.5409  0.39
H7 -2.2951 2.4787 -1.8788  0.25
H8 -3.7006 1.4235 -2.0901  0.47
H9 -3.8603 2.9603 -1.1981  0.29
H10 -2.1575 0.5499 -0.3640  -0.99
H11 -3.7998 0.2395 1.4816  0.37
H12 -4.8119 1.5436 0.8206  0.29
H13 -4.5529 0.0540 -0.1133  0.42
H14 -3.7727 3.5707 1.1039  0.38
H15 -2.6700 4.9843 2.8490  0.37
H16 -0.3848 4.3843 3.6289  0.26
H17 1.2946 1.2803 2.6215  -0.92
H18 0.5032 2.0655 4.8539  0.40
H19 2.2672 2.1241 4.6752  0.39
H20 1.3283 3.6247 4.5891  0.44
H21 2.2676 2.9061 0.9913  0.21
H22 2.2279 4.1707 2.2377  0.32
H23 3.3006 2.7595 2.4295  0.38
H24 -1.3360 -1.8423 -0.4506  -0.99
H25 -2.8655 -2.7883 1.2323  0.37
H26 -3.6018 -2.8184 -0.3854  0.40
H27 -2.9554 -4.3198 0.3293  0.30
H28 -0.3420 -3.2442 -2.2456  0.27
H29 -1.4215 -4.5860 -1.8013  0.32
H30 -2.0956 -3.0624 -2.4456  0.32
H31 -0.8637 -5.4748 0.3660  0.39
H32 0.8938 -6.2544 1.9518  0.35
H33 2.4266 -4.6069 3.0164  0.39
H34 2.1848 -0.9289 2.3551  -0.44
H35 4.0195 -2.0820 1.1128  0.29
H36 4.6146 -1.3628 2.6264  0.42
H37 4.3373 -3.1173 2.5251  0.30
H38 1.3890 -1.7530 4.5221  0.38
H39 2.6955 -2.9585 4.6005  0.31
H40 3.0791 -1.2214 4.6548  0.43
H41 2.0870 -0.9623 -2.3947  -0.37
H42 2.8086 -1.7297 -0.9867  0.08
H43 1.3527 -2.4313 -1.7113  0.06
H44 1.9499 2.1737 -1.2749  -0.60
H45 0.2221 2.6370 -1.3311  0.40

The calculation puts the largest force on an atom at 0.044 hartree/bohr. The LUMO energy comes out at -0.693 eV. The calculation puts the frontier orbital gap at 7.94 eV. The spin multiplicity is 1. The energy relative to the best compared isomer or geometry (same formula, charge and spin) comes out at 0.0 kJ/mol.



Record 4
2 unconnected molecules or ions with the total composition C2H6ClF. Source: OMol25; level of theory: the ωB97M-V functional and the def2-TZVPD basis.

Last column: Mulliken charge in e.
Atoms and positions in Å:
C1 0.0859 -0.6520 -1.0518  -0.90
C2 -0.9528 -0.2989 -0.0132  -0.12
H1 1.9195 1.1246 2.0491  0.22
H2 -0.1745 -0.2158 -2.0240  0.27
H3 0.1541 -1.7379 -1.1690  0.32
H4 1.0708 -0.2741 -0.7548  0.24
H5 -1.9464 -0.6622 -0.2986  0.25
H6 -0.6981 -0.7187 0.9661  0.22
F1 -1.0252 1.0824 0.1233  -0.27
Cl1 1.5668 2.3525 2.1730  -0.23

The calculation puts the largest force on an atom at 0.006 hartree/bohr. The LUMO energy comes out at 0.813 eV. As for the SMILES: CCF.Cl. The calculation puts the frontier orbital gap at 12.40 eV. The spin multiplicity is 1. The energy relative to the best compared isomer or geometry (same formula, charge and spin) comes out at 19.7 kJ/mol.



Record 5
2 unconnected molecules or ions with the total composition C4H11NO2 at a distorted geometry. Source: OMol25; level of theory: the ωB97M-V functional and the def2-TZVPD basis.

Last column: Mulliken charge in e.
Atoms and positions in Å:
C1 0.8115 -1.2963 -0.0737  -1.09
C2 0.3250 -0.0991 -1.0020  0.13
C3 1.4740 0.8714 -0.9878  -0.66
C4 1.3435 2.1833 -1.8593  0.02
O1 2.3331 2.7639 -2.4211  -0.52
N1 -0.7912 0.5137 -0.2755  -0.52
H1 0.9638 -0.9517 0.9782  0.26
H2 1.8251 -1.7026 -0.4280  0.31
H3 -0.0030 -1.9875 -0.2409  0.40
H4 0.2448 -0.5653 -2.0139  0.29
H5 2.4866 0.4198 -1.3415  0.28
H6 1.4535 1.3764 0.0564  0.25
H7 0.3056 2.6634 -1.9613  0.33
H8 -1.6036 -0.1793 -0.0960  0.28
H9 -0.2357 1.1625 0.3207  0.24
H10 -3.6229 -3.6305 5.4921  0.28
H11 -4.0546 -3.0348 4.3315  0.30
O2 -4.3262 -3.6542 4.9671  -0.58

The calculation puts the largest force on an atom at 0.118 hartree/bohr. The LUMO energy comes out at 0.602 eV. As for the SMILES: C[C@@H](N)CC=O.O. The calculation puts the frontier orbital gap at 9.78 eV. The spin multiplicity is 1. The energy relative to the best compared isomer or geometry (same formula, charge and spin) comes out at 316.9 kJ/mol.



Record 6
A molecular structure, C56H44InN11O3S at a distorted geometry. Source: OMol25; level of theory: the ωB97M-V functional and the def2-TZVPD basis.

Last column: Mulliken charge in e.
Atoms and positions in Å:
In1 -2.0166 -1.0564 -0.8804  2.46
N1 -4.3449 2.4919 -1.4018  -0.32
C1 -3.7735 1.3197 -1.6861  0.59
S1 -4.1946 0.0706 -0.5190  -0.43
N2 -3.0430 1.1631 -2.7691  -1.51
N3 -2.4792 -0.0563 -2.8913  0.89
C2 -2.3689 -0.6798 -4.0376  0.07
C3 -2.6675 -0.0235 -5.3583  -0.36
C4 -3.9275 0.5826 -5.6114  -0.12
C5 -4.1203 1.2996 -6.7694  -0.93
C6 -3.0787 1.4391 -7.6644  -0.36
C7 -1.8237 0.8501 -7.4389  -0.73
C8 -1.6516 0.1391 -6.2301  -0.11
C9 -2.0913 -2.1285 -3.9241  0.99
C10 -2.0007 -2.9759 -5.0441  -0.89
C11 -2.0420 -4.3442 -4.8577  -0.67
C12 -2.1244 -4.8625 -3.5914  -1.09
C13 -2.2121 -3.9845 -2.5443  -0.37
N4 -2.1532 -2.6815 -2.6961  0.00
H1 -4.9837 2.7024 -0.6641  0.21
H2 -4.0764 3.2735 -2.0255  0.26
H3 -4.7363 0.4253 -4.8980  0.47
H4 -5.0588 1.7682 -6.9618  0.46
H5 -3.1514 2.0626 -8.5579  0.38
H6 -0.9347 0.9807 -8.0866  0.37
H7 -0.6677 -0.2669 -6.0024  0.45
H8 -1.9155 -2.5873 -6.0380  0.58
H9 -1.9258 -4.9632 -5.7430  0.44
H10 -2.0560 -5.9381 -3.3976  0.46
H11 -2.4060 -4.2851 -1.5375  0.92
C14 -1.1983 -5.0772 1.1598  -0.58
O1 -2.2293 -4.5417 1.9712  -0.37
C15 -2.5794 -3.4039 1.3667  0.72
N5 -1.8146 -2.9394 0.4668  -0.45
C16 -0.6212 -3.9329 0.3846  0.02
C17 0.6942 -3.4046 0.8707  0.77
C18 0.7907 -2.6383 2.0847  -0.53
C19 2.0392 -2.3451 2.6293  -1.06
C20 3.2135 -2.9335 2.0452  -0.51
C21 3.1050 -3.7263 0.9085  -0.80
C22 1.8669 -3.9349 0.3012  -0.10
C23 -3.7957 -2.8144 1.9563  -0.34
C24 -4.8919 -3.5983 2.3656  -0.60
C25 -5.9287 -3.0749 3.1369  -0.91
C26 -5.8902 -1.7189 3.4149  -0.57
C27 -4.7472 -0.9812 3.0094  0.44
N6 -3.7981 -1.5408 2.2544  0.29
C28 -4.5436 0.4207 3.4288  -0.40
N7 -3.7082 1.2369 2.8658  0.09
C29 -3.5391 2.3376 3.7897  0.00
C30 -4.7163 2.1693 4.7361  -0.67
O2 -5.1086 0.7528 4.6228  -0.44
C31 -2.1987 2.1570 4.4810  0.39
C32 -1.6076 0.8770 4.7122  -0.11
C33 -0.4929 0.7213 5.5536  -0.83
C34 0.1109 1.7872 6.1017  -0.45
C35 -0.4156 3.0558 5.8903  -0.66
C36 -1.5940 3.2118 5.1719  -0.62
H12 -1.6454 -5.8062 0.4712  0.29
H13 -0.5103 -5.6317 1.7540  0.43
H14 -0.5107 -4.2194 -0.6366  0.36
H15 -0.1594 -2.2417 2.4352  0.55
H16 2.1797 -1.7414 3.5069  0.51
H17 4.2059 -2.6943 2.4270  0.43
H18 3.9923 -4.2190 0.4713  0.41
H19 1.8476 -4.5718 -0.6137  0.36
H20 -4.8991 -4.6801 2.1514  0.46
H21 -6.6662 -3.7062 3.5895  0.47
H22 -6.6666 -1.2650 4.0204  0.56
H23 -3.5128 3.2604 3.2527  0.69
H24 -5.5748 2.7938 4.3822  0.29
H25 -4.5510 2.3660 5.7778  0.35
H26 -2.1255 0.0229 4.3771  0.29
H27 -0.0028 -0.2101 5.6670  0.50
H28 1.0038 1.6733 6.7167  0.40
H29 0.0862 3.8869 6.3735  0.45
H30 -2.0147 4.2481 5.0488  0.31
C37 11.0497 3.9637 -0.5611  -0.79
O3 9.9133 4.6451 -0.0123  -0.42
C38 8.7087 4.1230 -0.1802  0.91
C39 8.4458 2.9681 -0.9154  -0.68
C40 7.1383 2.4124 -0.8802  -0.63
C41 6.1149 3.0014 -0.1317  0.45
C42 6.4054 4.1713 0.5896  -0.47
C43 7.6743 4.7012 0.5843  -0.79
C44 4.7421 2.3839 -0.1220  0.21
N8 4.4583 1.3086 -0.8311  -0.85
C45 3.1093 1.0987 -0.6488  1.09
C46 2.5662 2.0468 0.1874  -0.38
N9 3.6882 2.8617 0.5480  -0.06
C47 1.1269 2.0258 0.4475  0.81
C48 0.4411 2.9525 1.2143  -0.69
C49 -0.9078 2.8670 1.3846  -1.30
C50 -1.5472 1.8367 0.7611  0.25
N10 -0.9561 0.9459 0.0506  0.32
C51 0.3884 0.9864 -0.1282  -0.43
C52 1.0303 -0.0870 -0.8840  -0.31
N11 0.2589 -1.1016 -1.3772  0.24
C53 0.8561 -2.0518 -2.0802  0.10
C54 2.2235 -2.0516 -2.3912  -1.54
C55 2.9776 -1.0080 -1.9489  -0.70
C56 2.3835 -0.0074 -1.2091  0.49
H31 11.8727 4.2696 0.0404  0.24
H32 11.1650 4.3531 -1.5835  0.31
H33 10.8640 2.9171 -0.4746  0.35
H34 9.1983 2.5202 -1.4974  0.47
H35 6.8204 1.6278 -1.5448  0.43
H36 5.7102 4.7200 1.2167  0.21
H37 7.9150 5.4752 1.2854  0.40
H38 3.6562 3.6556 1.1586  0.21
H39 0.9676 3.6943 1.7803  0.54
H40 -1.4589 3.6447 1.9594  0.37
H41 -2.6227 1.6591 0.8852  0.16
H42 0.1771 -2.8702 -2.3933  0.33
H43 2.5651 -2.8123 -3.1204  0.56
H44 4.0284 -0.9675 -2.2024  0.62

The calculation puts the largest force on an atom at 0.061 hartree/bohr. The LUMO energy comes out at -5.283 eV. The calculation puts the frontier orbital gap at 6.13 eV. The spin multiplicity is 1. Its net charge is +2. The energy relative to the best compared isomer or geometry (same formula, charge and spin) comes out at 81.2 kJ/mol.



no.,HOMO energy (eV)
1,-8.61
2,-10.58
3,-8.63
4,-11.59
5,-9.17
6,-11.41